1.
Molecular formula: C30H60IN8O13P2SiTi
Method: DFT, ωB97M-V/def2-TZVPD

charge: +1
gap between HOMO and LUMO: 7.4 eV

Geometry (Å):
Ti  -1.107  -0.661  -0.063
C  -0.714  -0.980  5.004
N  -0.302  -1.503  3.704
C  -0.182  -2.965  3.678
P  0.664  -0.714  2.638
O  0.462  -1.196  1.247
O  0.233  0.855  2.837
P  -1.068  1.548  2.172
O  -1.810  0.528  1.367
N  -1.978  1.943  3.494
C  -3.335  2.421  3.185
C  -1.384  2.622  4.647
N  -0.447  2.770  1.278
C  -1.034  3.078  -0.040
C  0.060  3.951  1.978
N  2.245  -0.780  3.060
C  2.656  -0.297  4.373
C  3.259  -0.622  2.011
H  -1.758  -1.250  5.173
H  -0.632  0.103  5.021
H  -0.108  -1.403  5.811
H  -1.120  -3.397  4.027
H  0.627  -3.311  4.329
H  0.003  -3.297  2.659
H  -3.762  1.849  2.364
H  -3.349  3.480  2.908
H  -3.959  2.290  4.069
H  -0.344  2.323  4.764
H  -1.936  2.333  5.542
H  -1.439  3.710  4.555
H  -1.699  3.940  0.026
H  -1.604  2.238  -0.414
H  -0.232  3.279  -0.746
H  -0.738  4.678  2.157
H  0.821  4.425  1.360
H  0.517  3.669  2.927
H  1.894  -0.534  5.115
H  2.828  0.783  4.375
H  3.581  -0.797  4.658
H  2.813  -0.798  1.036
H  4.057  -1.347  2.178
H  3.693  0.381  2.029
O  -6.867  1.624  -0.410
C  -5.906  0.968  -0.140
C  -5.827  -0.439  0.421
O  -6.386  -0.876  1.402
C  -4.672  -1.064  -0.302
C  -3.803  0.006  -0.620
O  -2.518  -0.144  -0.984
C  -4.433  1.287  -0.376
O  -3.910  2.382  -0.280
O  -4.485  -2.290  -0.478
C  -2.639  -4.798  1.026
N  -3.186  -3.801  1.929
C  -2.857  -2.507  1.851
N  -3.480  -1.650  2.693
O  -1.903  -2.131  1.126
H  -2.500  -5.734  1.564
H  -1.677  -4.446  0.662
H  -3.303  -4.969  0.177
H  -4.032  -4.039  2.419
H  -4.475  -1.765  2.848
H  -3.197  -0.691  2.561
I  0.541  -4.918  -4.259
C  -0.526  -3.762  -2.909
C  -1.889  -3.807  -2.670
N  -2.160  -2.908  -1.723
N  -1.043  -2.282  -1.331
C  -0.035  -2.789  -2.042
H  -2.650  -4.423  -3.117
H  -3.080  -2.692  -1.235
H  0.964  -2.420  -1.902
C  -1.330  0.482  -3.898
C  0.082  0.349  -4.454
C  0.117  -0.727  -5.532
C  0.555  1.689  -5.010
O  0.989  -0.101  -3.426
Si  1.399  0.424  -1.941
O  0.160  0.192  -0.877
O  1.729  2.012  -2.005
C  2.679  2.932  -1.454
C  2.143  4.346  -1.685
C  4.006  2.796  -2.195
C  2.875  2.647  0.034
O  2.597  -0.563  -1.448
C  3.739  -1.221  -2.042
C  4.061  -0.690  -3.438
C  3.448  -2.716  -2.147
C  4.919  -1.005  -1.098
H  -2.005  0.844  -4.674
H  -1.345  1.186  -3.065
H  -1.690  -0.484  -3.541
H  -0.580  -0.482  -6.333
H  -0.165  -1.690  -5.101
H  1.119  -0.818  -5.953
H  -0.091  2.002  -5.830
H  1.579  1.604  -5.377
H  0.528  2.444  -4.226
H  1.786  4.438  -2.711
H  2.940  5.073  -1.529
H  1.325  4.592  -1.010
H  3.854  2.960  -3.262
H  4.412  1.799  -2.041
H  4.722  3.526  -1.821
H  1.910  2.485  0.519
H  3.390  3.483  0.511
H  3.478  1.745  0.157
H  3.150  -0.643  -4.031
H  4.767  -1.359  -3.928
H  4.504  0.303  -3.395
H  2.739  -2.912  -2.952
H  3.061  -3.105  -1.203
H  4.370  -3.248  -2.382
H  5.022  0.054  -0.851
H  5.839  -1.347  -1.572
H  4.774  -1.566  -0.175

=====

2.
Molecular formula: C46H46N12O2PbS3Se
Method: DFT, ωB97M-V/def2-TZVPD

charge: +2
gap between HOMO and LUMO: 7.0 eV
energy relative to the best compared isomer or geometry (same formula, charge and spin): 265.8 kJ/mol

Geometry (Å):
Pb  -1.765  -0.409  1.137
N  -6.594  -1.132  0.965
C  -5.394  -0.950  1.518
N  -4.292  -1.502  1.108
C  -4.350  -2.394  0.029
N  -3.354  -3.146  -0.309
N  -2.194  -2.853  0.380
C  -1.434  -3.804  0.716
C  -0.231  -3.498  1.541
C  0.680  -4.494  1.839
C  1.707  -4.221  2.734
C  1.779  -2.968  3.313
C  0.839  -2.016  2.942
N  -0.133  -2.262  2.066
C  -5.606  -2.512  -0.715
C  -5.713  -3.244  -1.901
C  -6.927  -3.348  -2.543
C  -8.058  -2.726  -2.005
C  -7.971  -1.994  -0.840
C  -6.737  -1.886  -0.207
H  -7.403  -0.688  1.369
H  -5.360  -0.280  2.371
H  -1.676  -4.844  0.496
H  0.578  -5.472  1.386
H  2.429  -4.987  2.985
H  2.541  -2.724  4.042
H  0.866  -1.013  3.359
H  -4.828  -3.731  -2.289
H  -7.012  -3.922  -3.456
H  -9.014  -2.821  -2.503
H  -8.847  -1.512  -0.420
N  2.718  6.343  0.569
C  1.501  5.764  0.774
C  0.994  5.613  2.077
C  -0.215  4.998  2.294
C  -0.942  4.515  1.199
C  -0.459  4.658  -0.103
C  0.747  5.288  -0.308
S  -2.373  3.622  1.567
O  -2.858  3.401  0.075
O  -3.331  4.368  2.312
N  -2.080  2.171  2.025
C  -1.857  1.849  3.346
N  -1.652  2.779  4.280
C  -1.494  2.356  5.527
C  -1.511  1.013  5.881
C  -1.661  0.122  4.846
N  -1.827  0.519  3.580
H  3.177  6.817  1.325
H  2.992  6.611  -0.359
H  1.560  6.000  2.917
H  -0.610  4.894  3.297
H  -1.028  4.295  -0.945
H  1.118  5.422  -1.317
H  -1.337  3.126  6.274
H  -1.390  0.687  6.903
H  -1.649  -0.950  5.014
S  -3.936  2.145  -0.303
C  -3.026  1.486  -1.641
N  -2.392  0.357  -1.574
C  -1.841  0.058  -2.810
C  -1.113  -1.102  -3.109
C  -0.630  -1.263  -4.384
C  -0.848  -0.284  -5.375
C  -1.559  0.862  -5.102
C  -2.062  1.021  -3.806
S  -3.022  2.296  -3.168
H  -0.953  -1.850  -2.342
H  -0.077  -2.157  -4.639
H  -0.460  -0.443  -6.373
H  -1.732  1.609  -5.866
C  6.338  2.087  0.773
C  5.400  0.894  0.926
C  4.053  1.298  1.516
C  3.175  0.110  1.880
N  2.729  -0.608  0.681
C  1.796  -0.154  -0.184
Se  0.603  1.232  0.154
N  1.780  -0.984  -1.248
C  1.008  -0.768  -2.480
C  1.501  0.393  -3.333
C  2.888  0.228  -3.958
C  4.051  0.460  -2.990
C  2.698  -2.017  -1.044
C  3.009  -3.140  -1.800
C  3.936  -4.018  -1.266
C  4.534  -3.782  -0.020
C  4.233  -2.653  0.722
C  3.302  -1.776  0.179
H  7.294  1.789  0.342
H  6.540  2.550  1.741
H  5.901  2.848  0.121
H  5.866  0.141  1.571
H  5.247  0.426  -0.052
H  3.505  1.934  0.815
H  4.205  1.891  2.424
H  2.291  0.436  2.428
H  3.724  -0.605  2.494
H  -0.028  -0.588  -2.191
H  1.046  -1.703  -3.037
H  1.475  1.306  -2.731
H  0.754  0.517  -4.123
H  2.970  0.954  -4.769
H  2.972  -0.760  -4.424
H  3.924  1.408  -2.457
H  4.997  0.513  -3.531
H  4.153  -0.335  -2.251
H  2.560  -3.320  -2.768
H  4.207  -4.905  -1.823
H  5.245  -4.498  0.370
H  4.710  -2.464  1.675

=====

3.
Molecular formula: C19H43InP3SSe
Method: DFT, ωB97M-V/def2-TZVPD

charge: +3
gap between HOMO and LUMO: 6.2 eV

Geometry (Å):
In  0.164  0.480  -1.015
P  0.421  0.434  1.740
P  0.114  2.936  -1.727
P  2.670  -0.343  -0.931
H  -1.787  -2.986  -1.367
C  -0.959  -3.511  -0.879
C  -0.941  -3.757  0.446
H  -1.771  -3.495  1.113
C  -1.131  0.386  2.706
C  1.218  1.965  2.387
C  1.339  -0.895  2.601
C  0.026  3.353  -3.507
C  -1.186  3.928  -0.942
C  1.657  3.778  -1.185
C  2.821  -2.066  -0.350
C  3.793  0.605  0.149
C  3.525  -0.306  -2.534
H  -0.063  -3.759  -1.474
H  -0.053  -4.213  0.906
H  -1.791  -0.387  2.288
H  -1.654  1.348  2.655
H  -0.924  0.157  3.764
H  0.645  2.844  2.062
H  2.238  2.054  1.995
H  1.254  1.943  3.487
H  0.843  -1.852  2.394
H  1.330  -0.715  3.687
H  2.379  -0.953  2.270
H  -0.091  4.441  -3.614
H  -0.838  2.862  -3.976
H  0.939  3.042  -4.033
H  -1.152  4.940  -1.369
H  -1.018  4.017  0.139
H  -2.183  3.508  -1.127
H  1.606  4.830  -1.508
H  2.551  3.323  -1.644
H  1.752  3.769  -0.087
H  3.737  -2.479  -0.800
H  1.957  -2.673  -0.653
H  2.905  -2.109  0.741
H  4.816  0.315  -0.130
H  3.630  0.384  1.211
H  3.662  1.683  -0.022
H  4.513  -0.771  -2.393
H  3.661  0.736  -2.858
H  2.943  -0.844  -3.296
C  -0.360  -2.694  -4.404
C  -0.825  -3.947  -4.035
C  -1.098  -4.910  -5.036
C  -0.901  -4.575  -6.390
C  -0.459  -3.293  -6.735
C  -0.164  -2.369  -5.736
Se  0.100  -0.976  -3.203
H  -0.103  -1.551  -1.734
H  -0.998  -4.196  -2.990
H  -1.478  -5.900  -4.714
H  -1.131  -5.343  -7.141
H  -0.355  -3.038  -7.780
H  0.194  -1.391  -6.032
C  -4.057  -0.815  0.099
S  -3.133  0.678  -0.332
C  -3.630  1.721  1.055
H  -4.424  -0.768  1.126
H  -4.916  -0.859  -0.576
H  -3.428  -1.700  -0.048
H  -3.931  1.108  1.917
H  -2.803  2.395  1.315
H  -4.470  2.343  0.722

=====

4.
Molecular formula: C5H9F
Method: DFT, ωB97M-V/def2-TZVPD

gap between HOMO and LUMO: 11.5 eV
SMILES: C[C@@H]1CC[C@@H]1F
energy relative to the best compared isomer or geometry (same formula, charge and spin): 68.7 kJ/mol

Geometry (Å):
C  -0.847  1.245  1.220
C  0.342  0.484  0.615
C  0.737  0.916  -0.800
C  0.909  -0.577  -1.117
C  0.175  -0.998  0.141
F  -1.140  -1.221  -0.113
H  -1.826  0.948  0.876
H  -0.768  2.228  0.833
H  -0.770  1.306  2.311
H  1.269  0.528  1.225
H  -0.123  1.305  -1.365
H  1.498  1.631  -0.852
H  0.545  -0.861  -2.124
H  1.980  -0.796  -1.107
H  0.559  -1.725  0.867

=====

5.
Molecular formula: C6H7NO2
Method: DFT, ωB97M-V/def2-TZVPD

gap between HOMO and LUMO: 9.5 eV
SMILES: CC(=O)Nc1ccco1
energy relative to the best compared isomer or geometry (same formula, charge and spin): 252.2 kJ/mol

Geometry (Å):
C  1.792  1.109  0.563
C  2.050  -0.185  -0.132
O  3.171  -0.626  -0.441
N  0.952  -0.942  -0.458
C  -0.386  -0.631  -0.316
C  -1.444  -1.229  0.432
C  -2.546  -0.331  0.249
C  -2.172  0.619  -0.594
O  -0.873  0.496  -0.827
H  1.088  1.124  1.246
H  1.527  2.016  -0.206
H  2.953  1.447  0.866
H  1.323  -1.985  -0.974
H  -1.217  -2.049  0.977
H  -3.497  -0.482  0.515
H  -2.721  1.650  -0.900

=====

6.
Molecular formula: C6H12
Method: DFT, ωB97M-V/def2-TZVPD

gap between HOMO and LUMO: 10.3 eV
SMILES: C=CC.C=CC
energy relative to the best compared isomer or geometry (same formula, charge and spin): 266.7 kJ/mol

Geometry (Å):
C  -0.130  1.811  -4.426
C  0.906  0.988  -4.324
C  1.880  1.024  -3.177
H  -0.729  1.882  -5.322
H  -0.296  2.532  -3.633
H  1.095  0.235  -5.082
H  2.918  0.716  -3.261
H  1.902  1.989  -2.686
H  1.391  0.316  -2.534
C  -0.592  0.056  3.884
C  -1.111  -1.105  4.278
C  -1.059  -2.422  3.563
H  -1.057  1.001  4.136
H  0.362  0.118  3.384
H  -1.904  -0.948  5.001
H  -2.001  -2.448  2.997
H  -0.222  -2.575  2.895
H  -1.352  -3.170  4.308